C3H18N2O7Pt | the ωB97M-V functional and the def2-TZVPD basis

Each line ends with the Mulliken charge.
Cartesian coordinates (Å):
Pt: -1.1405 0.7577 0.7471  0.7751
C: 1.2644 1.6427 -3.4081  0.8221
O: 0.5133 1.5479 -2.4755  -0.1366
N: 1.7303 2.7172 -3.8645  -0.3165
N: 1.8813 0.6148 -3.7670  -0.3348
H: 1.5262 3.6167 -3.4531  0.2740
H: 2.5755 2.5797 -4.4001  0.2111
H: 2.4006 0.7787 -4.6177  0.2206
H: 1.5932 -0.2965 -3.4408  0.2488
C: 2.1568 -2.9755 1.2985  -0.4371
C: 1.0730 -2.7963 2.4964  -0.4472
O: 0.6458 -1.4910 2.5081  -0.3946
O: 1.5735 -2.4880 0.0747  -0.5015
H: 2.2112 -4.0635 1.2619  0.3021
H: 3.1230 -2.5925 1.6271  0.3019
H: 1.4147 -3.2387 3.4322  0.4264
H: 0.1591 -3.2942 2.1723  0.1871
H: 0.7378 -1.3274 3.4496  0.2915
H: 1.2132 -3.2365 -0.4065  0.2995
O: -3.4385 2.4174 -0.8435  -0.5656
H: -3.5401 3.2761 -1.2541  0.3012
H: -4.2662 1.9690 -1.0168  0.3169
O: -2.3077 -1.9643 -0.5817  -0.5494
H: -2.8796 -2.0949 -1.3381  0.2958
H: -2.5079 -2.6975 0.0000  0.3116
O: -3.1618 0.5106 3.3131  -0.5776
H: -3.1609 1.3224 3.8203  0.3203
H: -3.5695 -0.1336 3.8919  0.3034
O: 0.5975 3.2850 1.5195  -0.5703
H: 1.5014 3.5676 1.6586  0.3022
H: 0.0808 4.0871 1.5963  0.3194

Values from the calculation:
Total charge = +2
2S+1 = 3
Energy relative to the best compared isomer or geometry (same formula, charge and spin) = 6.125 eV
DFT total energy = -23939.22176 eV
Kohn-Sham gap (spin up / spin down) = 6.33 / 2.76 eV
Highest occupied orbital energy (spin up / spin down) = -14.48 / -14.48 eV
Maximum force = 7.141 eV Å⁻¹
⟨S²⟩ = 2.04


C6H18CsF5N2O2STe | the ωB97M-V functional and the def2-TZVPD basis

Each line ends with the Mulliken charge.
Cartesian coordinates (Å):
Cs: -0.9304 -0.1213 1.2084  1.0130
N: -1.6696 2.4393 -0.8648  -0.4309
C: -0.7759 3.0738 -1.8230  -0.8138
C: 0.4703 2.2194 -2.0527  -0.2874
C: 1.5511 2.4715 -1.0036  -0.3655
C: 2.7370 1.5148 -1.1407  -0.7352
N: 2.4245 0.2157 -0.5553  -0.4422
H: -2.1387 1.6618 -1.3211  0.2069
H: -2.3825 3.1030 -0.5814  0.1958
H: -0.4783 4.0432 -1.4165  0.3713
H: -1.2777 3.2500 -2.7886  0.3271
H: 0.8758 2.4380 -3.0432  0.3108
H: 0.1767 1.1706 -2.0222  0.1812
H: 1.1183 2.3571 -0.0056  0.1731
H: 1.9105 3.4975 -1.1158  0.3123
H: 3.6193 1.9773 -0.6626  0.3428
H: 2.9584 1.3596 -2.2040  0.3642
H: 2.3588 0.3301 0.4561  0.1096
H: 3.1999 -0.4163 -0.7305  0.2341
C: -2.7358 -3.8634 -1.3669  -1.0776
S: -1.7073 -3.0582 -0.0796  0.5801
C: -0.1194 -3.7222 -0.6938  -0.8617
O: -1.6997 -1.6318 -0.4541  -0.6882
H: -2.3811 -3.5604 -2.3463  0.3039
H: -3.7553 -3.5189 -1.2276  0.3450
H: -2.6751 -4.9392 -1.2450  0.3959
H: -0.0252 -4.7557 -0.3777  0.3831
H: 0.6682 -3.1153 -0.2552  0.2650
H: -0.0921 -3.6509 -1.7753  0.3070
F: -1.5983 -0.4800 5.2754  -0.4373
Te: 0.0418 0.0680 4.4337  2.1260
F: -0.2059 -1.4821 3.1965  -0.5936
F: 0.7358 -1.3225 5.5431  -0.3807
F: 0.4812 1.1706 5.9187  -0.4229
F: 1.8971 0.0775 3.8591  -0.4562
O: -0.5756 1.1997 3.2626  -0.8548

Values from the calculation:
Total charge = 0
Energy relative to the best compared isomer or geometry (same formula, charge and spin) = 0.307 eV
DFT total energy = -45852.22066 eV
Kohn-Sham gap = 9.38 eV
Highest occupied orbital energy = -9.63 eV
Maximum force = 5.199 eV Å⁻¹


C22H54N5O7S | the ωB97M-V functional and the def2-TZVPD basis

Each line ends with the Mulliken charge.
Cartesian coordinates (Å):
C: 4.8019 3.6037 1.9426  -1.2466
C: 4.5728 2.6569 3.1277  -0.7450
C: 3.2760 1.8484 3.0401  0.0869
C: 3.1280 1.1010 1.7157  -0.8146
C: 1.8306 0.2768 1.5568  -0.1556
N: 1.0255 0.1630 2.7838  0.2556
C: 1.1902 -0.7401 3.7048  -0.3483
N: 2.1781 -1.6743 3.5171  -0.2294
N: 0.3364 -0.7491 4.7979  -0.2553
C: 0.6883 0.1985 5.9091  -0.7266
C: 0.4076 1.6754 5.6051  -0.0069
C: -0.5432 2.3706 6.6036  -0.9440
C: -1.7169 3.0701 5.9248  -0.8086
S: -1.4076 4.7566 5.4076  1.1889
O: -1.9786 4.9159 4.1142  -0.5971
O: -1.6791 5.6442 6.4932  -0.6160
O: 0.1881 4.7683 5.2023  -0.4773
H: 3.8670 3.8493 1.4352  0.3211
H: 5.2349 4.5453 2.2770  0.3618
H: 5.4900 3.1866 1.2081  0.2883
H: 4.5478 3.2372 4.0515  0.3919
H: 5.4093 1.9605 3.2259  0.3947
H: 2.4175 2.5068 3.2127  0.2278
H: 3.2742 1.1224 3.8650  0.0415
H: 3.1693 1.8119 0.8923  0.4426
H: 3.9870 0.4362 1.5872  0.2966
H: 2.0298 -0.7437 1.2279  -0.3278
H: 1.1693 0.7267 0.8197  0.5579
H: 0.2789 0.8245 2.9332  0.3954
H: 3.1149 -1.2815 3.5054  0.2328
H: 2.1552 -2.4218 4.1997  0.3040
H: 0.3140 -1.6861 5.1861  0.4170
H: 1.7338 0.0480 6.1945  0.2771
H: 0.0814 -0.1323 6.7493  0.5886
H: 1.3533 2.2148 5.5864  0.2964
H: -0.0212 1.7704 4.6084  -0.1156
H: -0.9356 1.6705 7.3420  0.4788
H: 0.0288 3.1058 7.1708  0.3644
H: -2.0303 2.5657 5.0116  0.4028
H: -2.5737 3.1567 6.5925  0.4672
H: 0.5676 5.3479 5.8759  0.3556
C: 0.5188 -3.5491 1.3000  -0.9562
O: 1.4558 -2.8974 0.4718  -0.2064
C: 2.6961 -3.5927 0.3283  -0.6835
C: 2.9084 -4.0158 -1.1069  -0.4779
N: 1.9429 -5.0323 -1.4789  -0.3016
C: 1.9878 -5.4393 -2.8800  -0.7626
C: 1.6094 -4.3943 -3.9222  -0.4521
O: 0.2549 -3.9940 -3.8536  -0.4171
C: -0.0237 -2.8835 -3.0253  -0.0881
H: -0.3587 -2.9042 1.3594  0.2460
H: 0.2033 -4.5232 0.9159  0.4318
H: 0.9226 -3.6995 2.3078  0.3248
H: 2.7075 -4.4711 0.9803  0.4800
H: 3.5034 -2.9198 0.6374  0.3365
H: 3.9162 -4.4331 -1.1965  0.4277
H: 2.8688 -3.1162 -1.7392  0.2087
H: 1.0119 -4.6953 -1.2663  0.1288
H: 1.3146 -6.2906 -2.9976  0.3843
H: 2.9975 -5.7999 -3.1014  0.4053
H: 1.7496 -4.8437 -4.9080  0.3502
H: 2.2612 -3.5127 -3.8745  0.3277
H: 0.8131 -2.1760 -3.0139  0.2419
H: -0.2414 -3.1827 -1.9931  0.1236
H: -0.8975 -2.3784 -3.4340  -0.0862
C: -4.0642 3.9097 -5.7422  -0.7596
O: -4.7536 2.9496 -4.9687  -0.3525
C: -5.7772 2.2580 -5.6771  -0.8029
C: -5.4685 0.7785 -5.7232  -0.2183
N: -4.2867 0.5319 -6.5323  -0.2937
C: -3.8090 -0.8429 -6.5209  -0.9138
C: -3.2953 -1.3984 -5.1983  -0.3841
O: -2.1143 -0.7626 -4.7313  -0.4128
C: -2.3099 0.3789 -3.9229  -0.6667
H: -3.3462 4.3965 -5.0843  0.2428
H: -3.5292 3.4539 -6.5827  0.3263
H: -4.7455 4.6687 -6.1398  0.3594
H: -5.8674 2.6547 -6.6924  0.4123
H: -6.7266 2.4180 -5.1592  0.3862
H: -6.3192 0.2507 -6.1648  0.3847
H: -5.3668 0.4267 -4.6856  0.1732
H: -3.5461 1.1481 -6.2212  0.1431
H: -3.0038 -0.9246 -7.2543  0.4040
H: -4.6198 -1.4929 -6.8664  0.4158
H: -3.0313 -2.4473 -5.3547  0.3775
H: -4.0624 -1.3694 -4.4150  0.3470
H: -3.2316 0.3034 -3.3375  0.3322
H: -2.3475 1.3057 -4.5016  0.2322
H: -1.4618 0.4426 -3.2383  0.2607

Values from the calculation:
Total charge = +1
DFT total energy = -56299.07191 eV
Kohn-Sham gap = 6.76 eV
Highest occupied orbital energy = -9.96 eV
Maximum force = 0.876 eV Å⁻¹


C5H13NO | the ωB97M-V functional and the def2-TZVPD basis

Each line ends with the Mulliken charge.
Cartesian coordinates (Å):
N: -1.4453 -1.0265 0.9084  -0.5428
C: -1.9132 0.2048 1.6125  -0.5578
C: -1.1355 1.3181 0.9109  -0.6028
C: 0.2416 0.6959 0.7906  -0.6530
C: -0.0825 -0.7704 0.4141  0.4334
C: 0.0937 -1.1112 -1.0459  -1.3975
H: -1.3758 -1.7604 1.5985  0.3087
H: -1.6707 0.1374 2.6780  0.3051
H: -2.9859 0.3444 1.4728  0.3106
H: -1.6516 1.3910 -0.0468  0.2494
H: -1.1432 2.2583 1.4382  0.3713
H: 0.8995 1.1253 0.0271  0.3257
H: 0.7020 0.6914 1.7746  0.3012
H: 0.6574 -1.4075 0.9270  0.2379
H: 1.1189 -0.8832 -1.3483  0.2249
H: -0.0104 -2.1812 -1.1812  0.3677
H: -0.6355 -0.6025 -1.6727  0.3207
H: 3.0278 -0.1049 -2.8762  0.3293
H: 3.4913 1.2414 -3.4128  0.3192
O: 3.8173 0.4398 -2.9689  -0.6513

Values from the calculation:
Total charge = 0
SMILES string = C[C@H]1CCCN1.O
Energy relative to the best compared isomer or geometry (same formula, charge and spin) = 0.866 eV
DFT total energy = -8933.14470 eV
Kohn-Sham gap = 9.77 eV
Highest occupied orbital energy = -8.94 eV
Maximum force = 1.075 eV Å⁻¹


C12H18I2IrN3S2 | the ωB97M-V functional and the def2-TZVPD basis

Each line ends with the Mulliken charge.
Cartesian coordinates (Å):
Ir: 0.5251 0.3983 1.0867  1.1616
I: 1.9531 -0.5974 3.3223  0.2642
C: -0.0035 -0.8624 4.1740  -0.8012
I: -1.4316 -0.6297 2.6024  0.2502
H: -0.1758 -0.0943 4.9181  0.4432
H: -0.0800 -1.8675 4.5715  0.4563
S: 0.7220 2.6689 1.8279  -0.3072
C: -0.6449 2.7220 0.7346  0.3692
N: -0.8647 1.5575 0.1633  -0.1707
C: -2.0763 1.5021 -0.5260  0.0951
C: -2.6508 0.4264 -1.1967  -0.1699
C: -3.8688 0.6125 -1.8214  -0.8546
C: -4.5129 1.8525 -1.8004  -0.5834
C: -3.9464 2.9288 -1.1449  -0.5638
C: -2.7283 2.7349 -0.5027  0.6942
S: -1.8201 3.9066 0.4243  -0.1332
H: -2.1601 -0.5365 -1.2576  0.2120
H: -4.3262 -0.2150 -2.3464  0.4301
H: -5.4627 1.9732 -2.3017  0.4189
H: -4.4382 3.8920 -1.1225  0.4284
N: 2.2971 0.7656 0.0274  -0.6142
C: 3.2747 -0.3429 -0.2512  -0.5874
C: 2.9210 -1.2590 -1.4134  -0.7604
C: 2.2666 -2.5977 -1.0297  -0.8214
C: 1.2188 -2.5161 0.0762  -0.3971
N: 0.3169 -1.3594 -0.1903  -0.5199
H: 2.0579 1.2319 -0.8489  0.2802
H: 2.7962 1.4922 0.5404  0.4757
H: 3.3990 -0.9231 0.6644  0.2243
H: 4.2246 0.1546 -0.4469  0.4005
H: 3.8376 -1.4909 -1.9548  0.3639
H: 2.3201 -0.7054 -2.1456  0.4688
H: 3.0315 -3.3074 -0.7108  0.4155
H: 1.8178 -3.0283 -1.9276  0.3324
H: 1.6740 -2.3639 1.0528  0.0232
H: 0.6637 -3.4514 0.1206  0.3968
H: -0.6553 -1.6471 -0.2407  0.3670
H: 0.5292 -1.0247 -1.1268  0.3126

Values from the calculation:
Total charge = +2
Energy relative to the best compared isomer or geometry (same formula, charge and spin) = 0.811 eV
DFT total energy = -57903.50009 eV
Kohn-Sham gap = 7.12 eV
Highest occupied orbital energy = -14.44 eV
Maximum force = 1.087 eV Å⁻¹